{"formula": "C5H12N2", "method": "wB97M-V/def2-TZVPD", "orbital_gap_ev": 9.309, "smiles": "CC/C(=N/C)NC", "e_lumo_ev": 0.743, "energy_ev": -8356.081, "symbols": ["N", "N", "H", "C", "C", "C", "C", "H", "C", "H", "H", "H", "H", "H", "H", "H", "H", "H", "H"], "xyz": [[-0.659, -0.683, 0.182], [1.603, -0.459, -0.154], [1.838, -1.379, 1.777], [-0.485, 2.307, -0.997], [0.398, 0.000, -0.341], [0.202, 0.945, -1.448], [1.596, -1.724, 0.623], [-1.474, 2.630, -0.645], [-1.173, -0.943, 1.539], [0.228, 2.971, -0.399], [-0.502, 0.391, -2.141], [0.709, -2.395, 0.411], [-0.629, 2.996, -1.878], [-2.383, -0.657, 1.374], [-0.892, -2.090, 1.807], [-1.445, -0.619, -0.507], [2.590, -2.252, 0.444], [-0.588, -0.404, 2.492], [1.067, 1.366, -2.139]], "nbo_charge": [-0.67, -0.45, 0.20, -0.67, 0.39, -0.44, -0.48, 0.23, -0.43, 0.21, 0.21, 0.20, 0.21, 0.22, 0.20, 0.38, 0.21, 0.23, 0.26]}

{"formula": "C5H12N2", "method": "wB97M-V/def2-TZVPD", "orbital_gap_ev": 8.563, "smiles": "C=C(CCN)NC", "e_lumo_ev": 0.929, "energy_ev": -8358.462, "symbols": ["H", "H", "C", "H", "H", "H", "C", "H", "C", "H", "H", "N", "H", "C", "H", "C", "N", "H", "H"], "xyz": [[-1.282, -0.317, -1.654], [-0.041, -1.459, -1.203], [1.749, -0.342, 1.221], [1.300, 0.286, 2.012], [-0.166, 1.356, -2.649], [-1.749, -1.780, 0.499], [-0.590, -0.573, -0.862], [2.799, -0.289, 1.517], [-1.271, -0.803, 0.480], [1.429, -1.360, 1.366], [2.417, 0.820, -0.350], [-2.409, 0.144, 0.620], [-0.565, -0.666, 1.284], [0.500, 1.405, -1.798], [-2.213, 0.916, 1.246], [0.508, 0.457, -0.853], [1.630, 0.261, -0.077], [-3.195, -0.324, 1.055], [1.150, 2.270, -1.857]], "nbo_charge": [0.23, 0.21, -0.41, 0.17, 0.20, 0.19, -0.45, 0.21, -0.22, 0.20, 0.39, -0.84, 0.18, -0.53, 0.35, 0.21, -0.62, 0.35, 0.19]}

{"formula": "C5H12N2", "method": "wB97M-V/def2-TZVPD", "orbital_gap_ev": 9.410, "smiles": "CC(C)[C@H]1NN1C", "e_lumo_ev": 1.099, "energy_ev": -8356.427, "symbols": ["C", "C", "N", "H", "H", "H", "H", "H", "H", "H", "C", "N", "H", "H", "C", "H", "H", "H", "C"], "xyz": [[1.369, -0.725, -1.601], [-1.806, 0.026, 2.022], [-0.569, 0.500, 1.503], [0.418, 1.678, -2.113], [0.737, -0.530, -2.464], [1.144, -1.723, -1.187], [-0.989, 0.620, -1.781], [-2.401, -0.413, 1.247], [-2.383, 0.991, 2.229], [0.065, -1.327, 0.479], [0.272, -0.282, 0.635], [0.650, 0.021, 2.026], [1.832, 1.120, -0.344], [2.498, -0.643, -1.827], [0.982, 0.324, -0.563], [-0.623, 1.900, -0.594], [-1.818, -0.351, 3.033], [0.558, -0.779, 2.643], [-0.083, 1.195, -1.271]], "nbo_charge": [-0.61, -0.46, -0.29, 0.21, 0.21, 0.20, 0.19, 0.21, 0.20, 0.17, 0.07, -0.45, 0.23, 0.22, -0.26, 0.23, 0.21, 0.32, -0.61]}

{"formula": "C5H12N2", "method": "wB97M-V/def2-TZVPD", "orbital_gap_ev": [4.876, 4.875], "e_lumo_ev": [-0.885, -0.886], "energy_ev": -8353.447, "symbols": ["C", "H", "N", "H", "H", "C", "C", "H", "C", "H", "N", "H", "H", "H", "H", "H", "C", "H", "H"], "xyz": [[-1.857, 0.129, -1.499], [0.056, 0.643, 1.575], [-0.813, 0.470, -0.807], [-1.118, 2.061, 0.570], [1.825, -0.276, 1.592], [-0.997, 1.011, 0.779], [1.529, 1.070, -0.880], [-1.721, 0.424, 1.317], [0.554, -1.772, 1.199], [-1.782, -0.138, -2.542], [0.867, -0.520, 1.836], [0.457, -1.680, 0.098], [-0.425, -2.121, 1.539], [-2.806, 0.006, -0.997], [2.471, 1.044, -1.405], [1.300, -2.550, 1.406], [0.439, 0.537, -1.433], [0.498, 0.075, -2.410], [1.524, 1.589, 0.064]], "nbo_charge": [0.02, 0.37, -0.25, 0.19, 0.31, -0.55, -0.31, 0.21, -0.41, 0.19, -0.99, 0.11, 0.16, 0.21, 0.21, 0.18, -0.09, 0.20, 0.23]}

{"formula": "C5H12N2", "method": "wB97M-V/def2-TZVPD", "orbital_gap_ev": 8.988, "smiles": "C=C(CCN)NC", "e_lumo_ev": 1.036, "energy_ev": -8357.642, "symbols": ["C", "C", "H", "H", "C", "H", "H", "H", "H", "C", "H", "N", "N", "H", "H", "H", "H", "H", "C"], "xyz": [[-0.858, 0.528, -0.397], [1.704, 0.572, 1.402], [2.306, -0.538, -0.230], [-1.467, -0.193, 1.643], [0.615, 0.489, -0.781], [1.364, 0.102, 2.357], [-2.291, -1.842, -0.668], [-1.350, 1.405, 0.037], [-3.155, -1.596, 0.611], [-1.262, -0.592, 0.657], [-0.480, -1.362, 0.663], [1.488, -0.098, 0.146], [-2.536, -1.093, -0.020], [-1.401, 0.360, -1.309], [0.270, 0.984, -2.830], [1.492, 1.591, 1.692], [2.780, 0.461, 1.653], [1.846, 0.222, -2.556], [0.934, 0.600, -2.069]], "nbo_charge": [-0.45, -0.44, 0.38, 0.19, 0.18, 0.18, 0.35, 0.22, 0.35, -0.22, 0.19, -0.64, -0.85, 0.23, 0.20, 0.21, 0.20, 0.19, -0.48]}

{"formula": "C5H12N2", "method": "wB97M-V/def2-TZVPD", "orbital_gap_ev": 9.803, "smiles": "C=CCCNCN", "e_lumo_ev": 1.050, "energy_ev": -8357.750, "symbols": ["H", "H", "H", "C", "H", "H", "N", "C", "H", "C", "H", "C", "H", "C", "H", "N", "H", "H", "H"], "xyz": [[-1.506, -0.204, -0.825], [0.817, -1.428, 1.541], [2.088, -1.735, 0.190], [1.052, -1.774, 0.529], [-1.277, -0.748, 0.939], [0.603, -3.628, 1.288], [0.488, -3.131, 0.415], [0.021, 2.107, -0.433], [0.796, 1.560, -0.965], [-0.800, 1.292, 0.451], [0.955, -3.699, -0.283], [-0.290, 3.349, -0.834], [-0.093, 3.660, -1.856], [-0.886, -0.212, 0.073], [-1.802, 1.600, 0.761], [0.352, -0.839, -0.373], [0.077, -1.458, -1.128], [-0.888, 4.015, -0.232], [-0.371, 1.132, 1.480]], "nbo_charge": [0.19, 0.18, 0.18, -0.06, 0.18, 0.36, -0.86, -0.18, 0.22, -0.46, 0.36, -0.40, 0.20, -0.20, 0.22, -0.64, 0.36, 0.18, 0.20]}